ORCA calculation (the ωB97M-V functional and the def2-TZVPD basis) on the molecule C5H7NO3S.

As for the max |F|: 5.45 eV Å⁻¹. For the frontier orbital gap, the calculation gives 9.961 eV. The energy relative to the best compared isomer or geometry (same formula, charge and spin) comes out at 3.804 eV. As for the electronic energy: -23761.6668 eV.

Geometry as XYZ:
```
17
Properties=species:S:1:pos:R:3:forces:R:3:nbo_charge:R:1
C -0.726663 0.041225 -1.181956 -0.40 0.86 -0.21 0.025
C -1.919091 -0.594222 -0.582553 -0.74 0.58 0.15 0.110
C 0.543872 -0.635926 -0.767617 2.70 -0.19 -1.69 -0.455
C 0.730398 -0.631624 0.766229 -0.23 -2.94 -0.25 -0.430
C 1.097091 0.693865 1.328639 -0.52 0.58 -1.07 -0.612
N -2.823985 -0.831933 0.122242 4.39 0.46 -3.21 0.232
O -3.592636 -1.413518 0.756521 -3.53 -1.24 2.66 -0.382
O -0.732948 1.438084 -0.751509 0.17 -0.58 1.19 -0.698
O 1.557309 2.261774 -0.828717 1.08 0.01 0.04 -0.953
S 0.513696 2.062328 0.162713 -0.73 0.67 0.04 1.497
H -0.770213 0.100782 -2.283319 -0.30 -0.26 0.50 0.235
H 0.636568 -1.649868 -1.260511 -0.47 0.88 0.94 0.245
H 1.371028 -0.037177 -1.349876 -1.26 -1.00 1.41 0.254
H -0.241454 -1.038203 1.146313 0.77 0.47 0.10 0.218
H 1.518591 -1.387205 1.109362 -1.08 0.85 -0.71 0.230
H 0.651874 0.866800 2.311213 0.28 0.22 -0.14 0.238
H 2.186560 0.754820 1.302834 -0.14 0.62 0.24 0.246
```
Positions in Å, forces in eV/Å.

---

ORCA calculation (the ωB97M-V functional and the def2-TZVPD basis) on a cluster of 16 separate species, C3H37N2O16 in total.

As for the max |F|: 1.61 eV Å⁻¹. As for the expectation value of S²: 0.751. For the frontier orbital gap (spin up / spin down), the calculation gives 2.795 / 10.388 eV. As for the spin multiplicity: 2. The energy relative to the best compared isomer or geometry (same formula, charge and spin) comes out at 0.000 eV. As for the electronic energy: -39452.2136 eV.

Geometry as XYZ:
```
58
Properties=species:S:1:pos:R:3:forces:R:3:nbo_charge:R:1
C -1.528935 -2.590162 -1.369684 0.48 0.51 -0.08 0.235
C -0.074858 -2.600779 -1.935254 0.43 -0.83 0.36 -0.281
N 0.467796 -1.312216 -1.500765 0.16 -0.45 -0.40 -0.540
C -0.408653 -0.663157 -0.761521 0.26 -0.20 0.17 0.314
N -1.516234 -1.343554 -0.559506 -0.32 -0.70 -0.05 -0.573
H -1.801896 -3.463968 -0.751202 0.27 0.51 -0.17 0.204
H 0.528901 -3.453830 -1.548674 -0.38 0.62 0.04 0.214
H 1.425315 -1.002683 -1.694317 -0.78 0.28 0.21 0.463
H -0.205803 0.316515 -0.388622 -0.03 0.42 0.29 0.227
H -2.343688 -1.108038 0.003402 0.87 0.19 -0.08 0.471
H -0.641311 4.229781 1.661906 -0.40 0.04 0.03 0.474
H -0.683046 2.664454 1.874030 -0.35 -0.09 0.27 0.499
O -0.108369 3.440116 1.762337 0.97 0.12 -0.27 -1.039
H 4.319340 -2.797809 1.264187 -0.66 0.33 -0.05 0.468
H 4.249006 -1.266386 1.467842 -0.83 -0.91 -0.37 0.509
O 3.658214 -2.076711 1.248967 1.54 0.45 0.17 -1.019
H -0.597214 -0.824404 4.445668 -0.29 0.31 0.87 0.462
H 0.254085 -1.270387 3.298125 -0.05 0.08 -0.31 0.508
O -0.636087 -0.875112 3.494598 0.55 -0.40 -0.61 -1.139
H -3.242894 -2.614568 2.628052 0.06 0.07 0.41 0.471
H -1.836924 -1.867035 2.665204 -0.13 -0.03 0.52 0.501
O -2.521410 -2.266936 2.107570 -0.13 -0.13 -1.13 -1.015
H -0.306111 3.094579 -1.804119 -0.23 -0.03 -0.15 0.493
H -1.701450 2.462538 -1.730673 0.18 0.10 -0.10 0.509
O -1.045109 2.809613 -2.374762 -0.07 -0.01 -0.03 -1.016
H -5.202482 -0.197974 -0.979751 0.17 -0.34 -0.25 0.494
H -3.849770 -0.939666 -1.478854 -0.91 0.67 0.40 0.512
O -4.246736 -0.256105 -0.875677 0.57 -0.68 -0.46 -0.993
H -0.791829 -0.446657 -4.244013 0.26 0.56 0.02 0.523
H -2.155853 -2.041909 -3.181890 0.37 0.18 0.24 0.519
O -2.488501 -2.459905 -2.353719 -1.04 -0.39 -0.22 -0.762
H 0.765790 3.231054 0.262458 0.05 0.32 -0.42 0.524
H 1.499452 4.093062 -0.862653 0.11 0.23 0.19 0.489
O 1.041813 3.266540 -0.700540 -0.02 -0.18 0.57 -1.020
H -0.382599 1.710088 -3.503873 0.07 -0.29 -0.16 0.516
H 0.926248 0.927123 -3.597168 0.73 -0.05 0.32 0.492
O 0.086406 1.010182 -4.039188 -0.80 0.24 -0.09 -1.012
H -1.693448 -1.175584 -5.279218 0.03 0.06 -0.05 0.486
H -0.065637 -2.684712 -3.028948 -0.18 0.13 0.31 0.247
O -1.287707 -1.274311 -4.414602 -0.28 -0.45 -0.16 -1.005
H -2.454995 1.458778 2.773402 0.23 -0.14 -0.06 0.477
H -1.278858 0.447646 2.502196 -0.15 0.55 0.09 0.505
O -1.717710 1.275669 2.165693 -0.11 -0.38 0.11 -1.100
H 1.988869 -2.855260 3.633640 -0.15 0.11 0.08 0.466
H 2.441964 -2.017552 2.431417 -0.15 0.07 0.14 0.509
O 1.817852 -2.008687 3.200888 0.15 -0.21 -0.08 -1.054
H 3.276307 2.513410 3.296340 -0.15 0.32 0.22 0.479
H 2.391983 1.252238 3.027988 0.40 0.34 -0.07 0.445
O 3.257289 1.676395 2.834425 -0.46 -0.63 -0.14 -1.071
H -3.276691 1.214468 -0.682910 -0.09 -0.26 0.32 0.504
H -2.311138 1.626291 0.506956 -0.16 -0.27 0.11 0.502
O -2.595951 1.837153 -0.394136 0.18 0.56 -0.39 -1.025
H 5.895730 0.098925 2.333717 0.01 -0.07 0.01 0.477
H 4.469752 0.685553 2.199739 0.06 0.07 -0.04 0.513
O 5.119202 0.085713 1.766526 0.09 0.13 0.00 -0.992
H 3.128234 1.270946 -1.586023 -0.50 -0.48 -0.35 0.479
H 1.795573 1.919702 -1.387586 -0.21 -0.41 -0.26 0.502
O 2.194774 1.137522 -1.847422 0.77 0.48 0.50 -1.027
```
Positions in Å, forces in eV/Å.

---

ORCA calculation (the ωB97M-V functional and the def2-TZVPD basis) on a structure of composition C13H17BeN3O6.

As for the max |F|: 0.66 eV Å⁻¹. For the frontier orbital gap, the calculation gives 8.672 eV. As for the electronic energy: -30917.6565 eV.

Geometry as XYZ:
```
40
Properties=species:S:1:pos:R:3:forces:R:3:nbo_charge:R:1
Be 0.360728 0.636040 -0.303067 0.23 0.22 0.11 1.690
C 0.518310 -1.154547 -2.399492 -0.02 -0.08 0.16 -0.255
O 0.180733 0.190481 -2.032883 -0.31 0.13 -0.10 -0.626
C -1.182391 0.535777 -2.333394 0.14 -0.09 0.14 -0.096
C -1.341177 1.934729 -1.805448 0.12 -0.05 0.19 -0.089
O -0.858591 1.861621 -0.449141 -0.28 0.03 -0.36 -0.646
C -0.987640 3.073202 0.307665 0.16 -0.08 -0.16 -0.252
H 0.394140 -1.274266 -3.472899 -0.01 0.04 -0.11 0.182
H -0.103735 -1.864466 -1.853770 -0.03 0.04 0.03 0.217
H 1.559048 -1.308709 -2.128123 0.01 0.06 0.01 0.212
H -1.854308 -0.152730 -1.811272 0.06 -0.06 -0.01 0.209
H -1.368486 0.491666 -3.405617 0.09 -0.02 -0.09 0.201
H -2.386809 2.238503 -1.822792 -0.08 0.04 0.12 0.196
H -0.727450 2.634416 -2.368508 0.10 0.11 0.03 0.222
H -2.038038 3.356055 0.348880 -0.07 -0.03 -0.02 0.184
H -0.402893 3.868134 -0.156954 0.05 -0.03 -0.03 0.194
H -0.625180 2.854124 1.304564 0.05 -0.07 0.09 0.235
N -0.258137 0.623036 2.777995 0.20 0.04 -0.33 -0.680
N -1.141403 -0.438433 2.448705 -0.01 0.19 -0.31 -0.507
C -0.985040 -1.123619 1.257485 0.04 -0.08 -0.26 0.888
O -1.607641 -2.157595 1.065268 0.15 0.29 0.04 -0.678
O -0.149325 -0.598439 0.395050 -0.26 -0.35 0.50 -1.023
H 0.701226 0.286036 2.761542 0.16 -0.05 0.05 0.377
H -0.475857 0.905211 3.720567 -0.09 0.14 0.11 0.354
H -1.467087 -1.011568 3.202332 -0.03 -0.30 0.16 0.377
O 2.769312 0.289372 1.783602 -0.10 0.19 -0.19 -0.594
C 2.878564 1.015447 0.815764 -0.03 -0.33 0.08 0.688
N 1.891377 1.298762 -0.122709 0.07 0.26 -0.15 -0.940
C 2.378384 2.245725 -1.023935 -0.14 0.09 0.16 0.672
O 1.731659 2.798058 -1.895273 0.08 -0.20 0.15 -0.615
C 3.818517 2.512728 -0.691932 -0.14 -0.09 -0.02 -0.071
C 4.753177 3.326632 -1.293682 0.04 0.12 -0.12 -0.200
C 6.028811 3.359194 -0.733916 -0.03 -0.01 -0.02 -0.200
C 6.336111 2.601444 0.393558 -0.01 -0.04 0.02 -0.201
C 5.376556 1.789442 0.995433 0.09 -0.02 0.12 -0.165
C 4.122176 1.763434 0.426196 -0.14 0.01 0.00 -0.155
H 4.500021 3.913904 -2.169419 0.02 -0.04 0.06 0.230
H 6.796691 3.978644 -1.180780 -0.03 -0.01 0.01 0.217
H 7.337988 2.645119 0.804801 -0.06 0.00 -0.01 0.217
H 5.599966 1.199205 1.876857 -0.01 0.04 -0.06 0.231
```
Positions in Å, forces in eV/Å.